DFT (ωB97M-V/def2-TZVPD) results for the molecule C5H10N2O2 in a non-equilibrium geometry.

Positions of all 19 atoms, in Å:
O -2.14844 -1.08355 -0.76784
O 0.31324 -2.29581 0.37627
N 0.28964 1.13148 0.34892
N -0.35397 0.22594 -0.41069
C -1.69190 -0.00612 -0.37816
C 0.84494 -1.43761 -0.46550
C 2.06500 -0.64282 0.08558
C 1.79126 0.88575 0.08910
C -2.51826 1.23865 0.11184
H 2.17506 1.59981 0.75778
H 1.84911 1.19763 -0.98021
H -0.51511 -2.58861 -0.03594
H 0.72265 -1.77560 -1.54056
H 2.08382 -0.92168 1.15522
H 0.13443 0.96231 1.42366
H -3.04835 1.67681 -0.72882
H 2.95220 -0.88102 -0.42910
H -1.73596 1.85464 0.47334
H -3.20935 0.85979 0.91511

Results
**Lowest unoccupied orbital energy**: 0.871 eV
**HOMO-LUMO gap**: 8.82 eV
**HOMO**: -7.95 eV
**ΔE to the lowest compared entry with this formula, charge and spin**: 4.004 eV
**Total charge**: 0
**Energy**: -456.40707 hartree